Formula: C4H12N2O2
Source: OMol25
Level of theory: ωB97M-V/def2-TZVPD

```
20
Properties=species:S:1:pos:R:3:lowdin_charge:R:1
O 0.45 -2.26 2.13 -0.0841
O -1.47 1.29 -0.75 -0.2877
N -0.95 2.55 -1.05 -0.0147
N 0.88 -2.04 0.79 -0.2670
C -0.47 3.14 -0.04 -0.0309
C -0.03 -0.40 0.29 0.0441
C 2.30 -1.75 0.80 -0.1359
C -2.02 0.69 -1.92 -0.0974
H 2.55 -0.89 1.43 0.0810
H -1.24 0.51 -2.66 0.0814
H -2.44 -0.26 -1.58 0.0809
H 0.01 -3.12 2.10 0.0926
H 0.76 0.36 0.25 0.0200
H -0.42 2.70 0.95 0.0789
H -0.03 4.11 -0.23 0.0667
H 0.19 -1.56 -0.22 0.0957
H -0.68 -0.23 1.15 0.0354
H 2.84 -2.62 1.16 0.0778
H 2.60 -1.55 -0.23 0.0843
H -2.80 1.32 -2.35 0.0788
```

Calculated values
Total charge: 0
Energy relative to the best compared isomer or geometry (same formula, charge and spin), kJ/mol: 929.40
Frontier orbital gap, eV: 9.14
E_HOMO, eV: -8.19
Total energy, Eh: -419.2945